(1)
{
  "formula": "C3H9N",
  "method": "ωB97M-V with the def2-TZVPD basis set",
  "symbols": ["N", "C", "C", "C", "H", "H", "H", "H", "H", "H", "H", "H", "H"],
  "positions_angstrom": [[0.78317, -0.77972, -0.27390], [-0.57619, -0.75036, 0.29234], [1.56873, 0.36962, 0.10827], [-1.44475, 0.41709, -0.11687], [-1.07275, 1.35585, 0.28683], [-1.06505, -1.65539, -0.03505], [2.63292, 0.15001, -0.14921], [1.27648, 1.35643, -0.36978], [-0.44778, -0.90717, 1.36493], [1.51957, 0.51308, 1.23263], [0.70221, -0.89702, -1.28968], [-2.49844, 0.31769, 0.18272], [-1.37810, 0.50990, -1.23322]],
  "atomic_forces_ev_per_a": [[-0.971, -0.063, -0.125], [0.486, -0.793, -0.089], [0.891, 0.804, 0.289], [0.077, 0.521, -0.749], [-0.016, 0.139, 0.087], [-0.166, -0.448, -0.221], [-0.700, 0.413, 0.207], [0.249, -0.931, 0.447], [-0.214, 0.488, 0.166], [0.005, -0.236, -1.251], [0.305, 0.274, 0.515], [0.353, -0.114, -0.115], [-0.300, -0.055, 0.839]],
  "smiles": "CCNC",
  "lumo_ev": 1.205,
  "total_energy_ha": -174.43271
}

(2)
{
  "formula": "C3H2Cl3NO3",
  "method": "ωB97M-V with the def2-TZVPD basis set",
  "symbols": ["Cl", "Cl", "Cl", "O", "O", "O", "N", "C", "C", "C", "H", "H"],
  "positions_angstrom": [[1.41595, -0.16888, 2.47688], [-1.37088, -0.85577, 2.08181], [0.69351, -2.55890, 0.95558], [-0.87731, -1.68642, -1.23629], [1.33729, 0.49777, -1.23617], [-1.95495, -0.11128, -0.13479], [-0.97305, -0.53905, -0.80304], [0.48950, 1.67868, -1.01889], [0.05342, 0.33537, -0.86621], [0.22230, -1.03999, 1.61393], [0.79907, 2.15474, -0.06131], [0.16516, 2.29372, -1.77150]],
  "atomic_forces_ev_per_a": [[0.045, 0.059, -0.115], [0.230, -0.438, 1.168], [0.085, 0.337, 0.510], [0.099, -0.048, -0.411], [-0.911, -1.171, -1.079], [0.039, 0.410, -1.914], [-0.795, -0.238, 0.336], [0.428, -0.642, 4.260], [1.193, 0.786, 0.769], [0.264, -0.236, -0.424], [-0.350, 0.040, -0.905], [-0.328, 1.140, -2.195]],
  "lumo_ev": [-1.576, -0.970],
  "total_energy_ha": -1776.26118
}

(3)
{
  "formula": "C6H10O",
  "method": "ωB97M-V with the def2-TZVPD basis set",
  "symbols": ["O", "C", "C", "C", "C", "C", "C", "H", "H", "H", "H", "H", "H", "H", "H", "H", "H"],
  "positions_angstrom": [[1.18619, -0.16468, -0.77115], [-0.66747, -0.62616, 1.51359], [0.98650, -1.48670, -0.23122], [-0.95010, -0.08244, 0.14828], [0.54089, 2.05585, -0.56125], [0.05489, 0.65030, -0.66154], [-0.42812, -1.49732, 0.31798], [-1.89920, 0.23678, -0.27164], [1.74955, -1.66268, 0.54858], [1.27549, 2.21632, 0.23638], [1.02653, 2.27338, -1.51862], [0.17996, -0.26435, 2.09307], [-1.56392, -0.83247, 2.08836], [-0.33987, 2.68581, -0.46014], [-1.27397, 1.10268, -1.58955], [-1.03391, -2.38083, 0.14332], [1.15657, -2.22350, -1.02444]],
  "atomic_forces_ev_per_a": [[-0.493, 0.182, -0.557], [-0.019, 0.101, 0.278], [-0.205, 0.122, -0.152], [-0.297, 0.236, 0.034], [-0.123, 0.195, 0.057], [-0.954, 0.406, -0.796], [-0.130, -0.039, -0.114], [-0.405, -1.012, 1.234], [-0.280, 0.253, -0.270], [-0.145, -0.087, 0.043], [-0.110, 0.172, 0.223], [-0.080, -0.049, -0.155], [0.168, -0.037, 0.068], [0.206, 0.314, 0.099], [3.093, -1.103, -0.118], [-0.004, 0.215, 0.046], [-0.223, 0.130, 0.079]],
  "lumo_ev": 0.881,
  "total_energy_ha": -309.70338
}